1) The following is a DFT calculation (the ωB97M-V functional and the def2-TZVPD basis) of a 2-piece molecular cluster, C3H10N4 overall.

## Properties
Structure (SMILES): [H]/N=C/NC.[H]/N=C/N
HOMO-LUMO gap, eV: 9.429

ORCA input file:
```
! wB97M-V def2-TZVPD RIJCOSX def2/J DEFGRID3
* xyz 0 1
N 1.90149 1.10245 -2.19397
C 1.25906 2.16726 -1.63371
N -0.00904 2.26917 -1.65307
H 1.40703 0.54436 -2.86777
H 2.90268 1.07798 -2.15933
H 1.92397 2.84397 -1.09061
H -0.26625 3.17263 -1.26385
C -0.74108 -0.30088 0.28877
N -0.57790 -1.61599 0.88616
C -1.24621 -1.95326 2.02575
N -0.86607 -2.91302 2.77201
H 0.07754 -0.10638 -0.39384
H -1.68002 -0.23900 -0.26082
H -0.72725 0.50152 1.03116
H 0.33294 -2.05044 0.85020
H -2.09326 -1.29616 2.25236
H -1.59761 -3.20421 3.41056
*
```

2) The following is a DFT calculation (the ωB97M-V functional and the def2-TZVPD basis) of C3H10N4 in the gas phase.

## Properties
HOMO-LUMO gap, eV: 8.844

ORCA input file:
```
! wB97M-V def2-TZVPD RIJCOSX def2/J DEFGRID3
* xyz 0 1
C 0.82625 -0.12943 1.06940
C -2.35773 -0.42121 -0.87314
C -0.88699 -0.44764 -0.54381
N 1.24249 1.58799 1.26406
N 1.87934 -0.41396 0.19694
N -0.05001 -0.69090 -1.57898
N -0.53448 -0.15757 0.66710
H 0.89124 -0.50889 2.09488
H 2.59764 -0.96874 0.65105
H 1.68564 1.91740 2.11839
H 0.38300 2.10928 1.10597
H 1.96774 1.22562 0.45445
H 0.94008 -0.78624 -1.30079
H -0.41416 -1.05818 -2.44159
H -2.92837 -0.16376 0.01464
H -2.56152 0.30701 -1.66208
H -2.68017 -1.40078 -1.23647
*
```

It is 1) that is the most stable of them.

1) The following is a DFT calculation (the ωB97M-V functional and the def2-TZVPD basis) of a 12-piece molecular cluster, C6H36O12 overall.

## Properties
Structure (SMILES): CCO.CCO.CCO.O.O.O.O.O.O.O.O.O
HOMO-LUMO gap, eV: 9.858

ORCA input file:
```
! wB97M-V def2-TZVPD RIJCOSX def2/J DEFGRID3
* xyz 0 1
C 25.07560 -26.17910 8.58169
C 25.11837 -24.72865 8.04230
O 24.77692 -23.84517 9.00809
H 25.72157 -26.86266 8.03071
H 24.13231 -26.72465 8.60803
H 25.51506 -26.16549 9.57907
H 24.42014 -24.73222 7.20530
H 26.12237 -24.61174 7.63435
H 23.90155 -24.08179 9.32328
C 24.00182 -25.97072 12.58586
C 22.60070 -26.55834 12.26715
O 22.47060 -26.82619 10.85137
H 24.93553 -26.49219 12.37523
H 24.16472 -25.61333 13.60264
H 24.12366 -25.04615 12.02158
H 21.71046 -25.96625 12.47931
H 22.46098 -27.54490 12.70905
H 21.58720 -27.11105 10.60625
C 28.28814 -27.01744 9.77548
C 29.71730 -26.63462 9.61926
O 30.04518 -25.79158 10.71759
H 27.85950 -27.57430 8.94226
H 27.69131 -26.10664 9.72712
H 28.17670 -27.54149 10.72472
H 29.86569 -26.07355 8.69660
H 30.48636 -27.40701 9.62537
H 30.65171 -26.10751 11.39131
O 22.75765 -22.30341 5.61866
H 22.12232 -22.53048 6.29765
H 23.25409 -23.10917 5.47540
O 27.55230 -22.94107 8.67608
H 27.87182 -22.80364 7.78431
H 26.59873 -22.93296 8.59327
O 27.04756 -29.28651 7.36633
H 27.94929 -29.40354 7.66537
H 26.51599 -29.41016 8.15269
O 25.29467 -29.92980 9.93847
H 24.89457 -29.07556 10.10099
H 24.59687 -30.55980 10.11853
O 22.17058 -24.15253 10.21796
H 21.21625 -24.17582 10.14779
H 22.38712 -24.88807 10.79095
O 29.09554 -22.94827 6.39392
H 28.46243 -23.65880 6.29126
H 29.10828 -22.51315 5.54143
O 23.35155 -22.33396 11.85848
H 23.21584 -22.85017 11.06391
H 24.29214 -22.15689 11.87190
O 21.43483 -24.42832 6.98689
H 21.60293 -24.82203 7.84302
H 21.47648 -25.16166 6.37314
O 26.04608 -22.74124 11.51913
H 26.01622 -23.17957 10.66872
H 26.97633 -22.57394 11.67037
*
```

2) The following is a DFT calculation (the ωB97M-V functional and the def2-TZVPD basis) of a 13-piece molecular cluster, C6H36O12 overall.

## Properties
HOMO-LUMO gap, eV: 9.198

ORCA input file:
```
! wB97M-V def2-TZVPD RIJCOSX def2/J DEFGRID3
* xyz 0 1
C -1.98300 -1.33063 -1.05085
C -1.64772 -0.07785 -0.23084
C -0.80914 -0.32484 1.05985
C 0.41302 -1.26436 0.89688
C 0.47718 -3.73172 0.46308
C -0.11608 -2.68356 1.00848
H -2.22754 -2.22798 -0.48076
H -1.17514 -1.64459 -1.71700
H -2.81081 -1.12205 -1.72643
H -1.04380 0.49450 -0.93364
H -2.58763 0.33996 0.12054
H -1.46155 -0.57363 1.88760
H -0.40734 0.69295 1.16378
H 1.14179 -1.04948 1.68200
H 0.93337 -1.07349 -0.04088
H 1.40075 -3.77993 -0.10817
H 0.10637 -4.75151 0.53518
H -0.95792 -2.75918 1.69300
H -0.81865 3.70865 1.27018
H -1.22567 4.75927 0.29775
O -1.34918 3.81591 0.46549
H 2.12348 2.58528 1.14666
H 3.60612 2.79038 1.34276
O 2.80701 2.56423 1.82561
H 2.85431 0.35049 1.91948
H 3.13609 -0.82066 1.24166
O 3.22238 -0.52236 2.16165
H 1.45955 0.32327 -2.95232
H 0.43959 -0.52075 -2.21378
O 1.31969 -0.14196 -2.12388
H 1.33202 3.34538 3.12114
H -0.18943 3.77017 3.36527
O 0.56306 3.80657 2.77184
H -1.90899 -3.33911 -3.43084
H -2.26027 -3.52652 -1.96736
O -2.66036 -3.42405 -2.83502
H -3.09261 0.17680 -3.98288
H -2.96544 1.57252 -3.48328
O -2.73885 1.03439 -4.25188
H 0.92747 2.66339 -1.56770
H -0.49955 3.29056 -1.13256
O 0.00016 2.76980 -1.78226
H 1.17222 0.41651 2.88733
H 1.19490 0.81082 4.40749
O 0.65357 0.76224 3.61603
H 3.65184 1.43419 -0.82869
H 2.37906 0.59325 -0.93173
O 2.97778 1.02228 -0.27766
H -0.66613 -1.49812 3.50851
H -0.57075 -2.99144 3.95842
O -1.16176 -2.32269 3.60212
H 0.35949 -0.78914 -4.85993
H -1.07990 -0.59761 -4.37300
O -0.23709 -1.00460 -4.13644
*
```

It is 2) that is the most stable of them.

1) The following is a DFT calculation (the ωB97M-V functional and the def2-TZVPD basis) of C8H12N as an isolated structure.

## Properties
HOMO-LUMO gap, eV: 8.003

ORCA input file:
```
! wB97M-V def2-TZVPD RIJCOSX def2/J DEFGRID3
* xyz 1 1
C 0.55225 1.11369 1.89345
C 0.77036 0.62523 0.78909
C 2.34524 0.87727 -1.05338
C 1.80663 0.12605 -0.05231
C -1.52021 -0.69142 -0.41985
C -2.44229 0.25326 0.46610
C -1.15113 0.55812 -1.01957
C 2.32327 -1.32727 0.19922
N -2.26670 1.10372 -0.68600
H 0.15737 1.30015 2.88353
H 3.13180 0.77611 -1.68618
H 1.83163 1.85040 -1.19036
H -0.86629 -1.42511 -0.00494
H -2.25450 -1.23430 -1.02127
H -3.44725 0.02552 0.75421
H -1.96951 0.54663 1.34902
H -0.30581 0.96991 -1.49157
H 2.62065 -1.78207 1.18600
H 3.19657 -1.23125 -0.36719
H 1.66138 -2.02641 -0.23356
H -2.84606 1.85962 -1.01702
*
```

2) The following is a DFT calculation (the ωB97M-V functional and the def2-TZVPD basis) of an isolated ion of composition C8H12N and charge +1.

## Properties
Structure (SMILES): C=C1C=C(C)C=C1[NH2+]C
HOMO-LUMO gap, eV: 8.151

ORCA input file:
```
! wB97M-V def2-TZVPD RIJCOSX def2/J DEFGRID3
* xyz 1 1
C 0.97375 -0.01007 1.61469
C -0.09243 -0.80868 1.77011
C 1.05464 0.36933 0.17051
C -0.98681 -0.77562 0.66320
C -0.37994 1.10813 -2.95316
C -0.26515 -0.09794 -0.34355
C -0.53045 -1.53534 3.03519
C 2.18075 0.78985 -0.42716
N -0.91843 0.38801 -1.64161
H 1.76063 0.29313 2.34610
H -1.29811 1.30266 -3.56651
H -2.03932 -1.03237 0.63820
H 0.22497 0.41942 -3.56424
H 0.06946 -1.29898 3.86464
H -0.60920 -2.56636 2.92532
H -1.58169 -1.26823 3.12020
H 2.35458 0.73876 -1.55960
H 0.00374 2.10784 -2.67212
H 3.00422 1.23276 0.15720
H -1.54313 1.14039 -1.46319
H -1.38209 -0.49667 -2.11423
*
```

It is 2) that is the most stable of them.

1) The following is a DFT calculation (the ωB97M-V functional and the def2-TZVPD basis) of a 12-piece molecular cluster, C18H60N10O12 overall.

## Properties
Structure (SMILES): NC(N)=O.NC(N)=O.NC(N)=O.NC(N)=O.NC(N)=O.CC(C)O.CC(C)O.CC(C)O.CO.CO.CO.CO
HOMO-LUMO gap, eV: 9.103

ORCA input file:
```
! wB97M-V def2-TZVPD RIJCOSX def2/J DEFGRID3
* xyz 0 1
C -2.94563 -0.42959 3.34979
O -1.94663 0.26141 3.93379
H -3.91663 0.07141 3.56779
H -2.92563 -1.46659 3.73779
H -2.93963 -0.39859 2.29379
H -1.24363 -0.36059 4.25979
C -1.44263 2.47141 -3.03721
O -1.89863 1.65741 -1.96821
H -1.76763 2.02341 -3.98721
H -0.38363 2.71341 -3.14821
H -2.03363 3.39741 -2.97521
H -2.10663 2.22641 -1.23521
C 3.00837 -1.15359 -0.21021
O 3.50737 -2.39459 0.14779
H 2.11637 -1.21959 -0.84521
H 3.64737 -0.55459 -0.85221
H 2.57637 -0.68059 0.62079
H 3.58437 -2.87859 -0.59721
C 2.00037 -2.96759 -2.72721
O 2.24637 -4.20059 -2.14521
H 2.91437 -2.34259 -2.65521
H 1.10937 -2.38659 -2.32421
H 1.74937 -3.01559 -3.77021
H 2.89737 -4.66859 -2.61521
C -3.13863 -3.40759 0.25579
O -2.93163 -3.16659 1.61079
N -2.46363 -2.93459 -0.68921
N -4.01863 -4.26559 -0.08521
H -1.62963 -2.23959 -0.51221
H -2.50663 -3.41659 -1.64321
H -4.54263 -4.62359 0.74679
H -4.29163 -4.48659 -1.06621
C 0.18237 -4.17559 1.12979
O -0.29063 -5.41359 0.88979
N 0.08437 -3.50259 2.25679
N 0.96737 -3.58059 0.29779
H -0.62763 -3.92059 2.90379
H 0.50837 -2.57959 2.39679
H 1.24937 -4.17859 -0.48921
H 1.69737 -2.97559 0.57679
C -0.92863 -1.17859 -3.96321
O -0.16263 -1.89659 -4.76321
N -2.20163 -1.30759 -3.95421
N -0.45963 -0.42559 -3.01521
H -2.73663 -1.54859 -4.78421
H -2.89563 -0.93159 -3.26721
H 0.55937 -0.18759 -3.09421
H -1.00663 0.36541 -2.63421
C -0.41463 -0.37359 0.40779
O -0.45063 1.00241 0.26879
N -0.48763 -1.27659 -0.47721
N -0.24363 -1.00759 1.50879
H -0.56063 -0.82159 -1.45621
H 0.11537 -2.07859 -0.41221
H -0.46663 -0.49359 2.38279
H -0.36463 -2.00559 1.49879
C -3.04463 2.78541 1.28479
O -2.96663 3.10841 -0.06021
N -4.14363 3.08341 1.85279
N -2.08863 2.16241 1.90579
H -4.92463 3.38841 1.28179
H -4.28263 2.92341 2.86879
H -1.26763 1.76841 1.42579
H -2.02363 1.77541 2.80679
C -0.33463 4.95241 1.79279
C 0.73837 5.12841 0.71179
C 0.41937 4.42141 -0.57321
O 0.96637 6.34941 0.47979
H -0.17463 5.47441 2.69479
H -0.19463 3.97041 2.08579
H -1.34063 4.91041 1.37479
H 1.68137 4.65741 1.05179
H -0.47263 4.79741 -0.95921
H 0.25237 3.36741 -0.42221
H 1.20837 4.61841 -1.23721
H 0.13937 6.79141 0.25779
C 2.66337 -1.36359 3.51479
C 1.49337 -0.98759 4.39579
C 1.09837 0.46441 4.33179
O 0.39437 -1.70559 4.38379
H 2.43037 -1.93259 2.60579
H 3.23737 -2.09359 4.04379
H 3.41237 -0.61759 3.39479
H 1.82037 -1.23559 5.33479
H 1.98837 1.05741 4.45679
H 0.43837 0.71541 5.09179
H 0.60437 0.69141 3.39679
H 0.51237 -2.57959 4.71879
C 2.48337 2.06241 -4.48521
C 2.71937 1.12941 -3.25121
C 2.40037 1.85541 -2.00921
O 2.11937 0.02141 -3.33521
H 2.81137 1.63441 -5.48421
H 3.16837 2.91441 -4.45321
H 1.51537 2.48241 -4.67321
H 3.81137 0.80741 -3.24021
H 2.70437 1.33041 -1.10321
H 1.32237 1.95341 -1.84721
H 2.88237 2.78841 -1.94821
H 2.47237 -0.49759 -4.10621
*
```

2) The following is a DFT calculation (the ωB97M-V functional and the def2-TZVPD basis) of a 12-piece molecular cluster, C18H60N10O12 overall.

## Properties
Structure (SMILES): NC(N)=O.NC(N)=O.NC(N)=O.NC(N)=O.NC(N)=O.CC(C)O.CC(C)O.CC(C)O.CO.CO.CO.CO
HOMO-LUMO gap, eV: 9.040

ORCA input file:
```
! wB97M-V def2-TZVPD RIJCOSX def2/J DEFGRID3
* xyz 0 1
C 3.85606 22.25554 28.81989
O 3.63205 22.63689 27.56103
H 4.77160 22.69111 29.15565
H 3.89384 21.20095 28.82924
H 3.03464 22.62921 29.45631
H 4.19932 22.15827 26.92481
C 1.58593 23.52905 20.57571
O 1.33754 22.16165 20.35073
H 2.35790 23.72081 21.29936
H 0.67027 24.04479 20.99350
H 1.79070 23.99929 19.69100
H 1.23625 22.06956 19.41686
C 0.44344 18.53596 25.04040
O 0.69945 19.24967 26.20538
H 1.33817 18.15237 24.63021
H -0.14075 19.14477 24.26676
H -0.17253 17.69678 25.21975
H 1.36241 19.86886 25.95047
C 2.53872 25.35484 24.94036
O 2.91117 24.91555 23.67165
H 3.28957 25.83196 25.60679
H 2.40382 24.44235 25.41951
H 1.57432 25.85923 24.91672
H 2.91835 23.93852 23.58543
C 6.05192 20.74108 21.82478
O 6.12005 19.62384 22.60480
N 7.11645 21.22025 21.26989
N 4.93236 21.20687 21.43205
H 8.04223 20.76742 21.34623
H 7.09315 21.96877 20.59132
H 4.02904 20.72996 21.76700
H 4.83694 22.00879 20.83095
C 2.09711 18.87723 21.84062
O 2.22137 17.51886 21.95880
N 2.88587 19.70619 22.46471
N 1.34659 19.49370 21.02794
H 3.46151 19.13002 23.15825
H 2.50420 20.56613 22.88340
H 1.04559 18.94150 20.25503
H 1.41151 20.50905 20.84321
C -2.81966 19.37190 26.17900
O -2.31508 20.26681 25.31531
N -4.03926 18.81755 26.30764
N -2.07072 19.01233 27.15575
H -4.52855 18.90120 25.36879
H -4.44496 18.20978 27.04360
H -1.17858 19.33250 27.02184
H -2.48171 18.40976 27.81334
C 1.09278 21.83084 24.12525
O 2.04260 22.09443 23.19022
N -0.17462 21.60032 23.92206
N 1.32669 21.91510 25.36663
H -0.56995 21.74479 22.94468
H -0.79656 21.18846 24.63295
H 2.15292 22.22002 25.83906
H 0.59021 21.64923 26.05222
C -1.92989 21.36585 21.32864
O -3.32841 21.47333 21.31559
N -1.18597 22.31526 21.63672
N -1.26320 20.27135 21.00738
H -1.67432 23.20955 21.84599
H -0.17282 22.43450 21.41000
H -1.85300 19.41139 20.95248
H -0.26987 20.06087 21.10636
C 3.59233 20.07377 25.73995
C 4.88676 20.77929 25.48383
C 4.79917 22.04115 24.72449
O 5.50845 21.02559 26.53803
H 3.17836 20.58184 26.59288
H 3.64611 19.07913 26.22761
H 2.79992 20.04570 24.98932
H 5.58352 20.06495 24.97848
H 4.32083 21.77723 23.82927
H 5.81637 22.39128 24.42587
H 4.26754 22.82076 25.10132
H 5.88783 20.16213 26.85744
C -1.08968 25.93162 25.84535
C -1.19842 24.49222 25.44107
C -2.60377 23.95195 25.54408
O -0.82992 24.22734 24.31846
H -1.22677 26.57802 24.94419
H -0.06572 26.14183 26.06656
H -1.81952 26.21268 26.53487
H -0.60468 23.87704 26.06979
H -2.81111 23.88984 26.63936
H -2.74358 22.94996 25.18937
H -3.28780 24.63985 25.01358
H -0.92320 23.28293 24.14227
C -0.71798 23.34016 28.83170
C 0.11459 22.23463 28.26106
C 0.72367 21.23265 29.18489
O -0.44857 21.59827 27.34258
H -0.88705 24.19717 28.18354
H -0.30313 23.54102 29.83174
H -1.73205 22.92744 29.02417
H 1.04487 22.67169 27.89322
H 1.19038 21.64618 30.06068
H 1.43643 20.56267 28.72794
H 0.06471 20.61256 29.74419
H -1.21705 21.21028 27.80860
*
```

It is 1) that is the most stable of them.